Molecular formula: C5H8NPS
Method: DFT, ωB97M-V with the def2-TZVPD basis set

Cartesian coordinates (Å):
C: -1.41150 -1.53576 0.13170
C: -0.46850 -2.50576 0.12851
C: -0.89194 -0.22490 -0.06851
C: 0.45515 -0.27280 -0.21604
C: -1.74056 1.00435 -0.07307
N: 1.48612 0.81005 -0.50664
P: 2.97420 0.76804 0.32370
S: 1.11037 -1.86606 -0.12584
H: -2.45899 -1.72658 0.28110
H: -0.59171 -3.56363 0.24924
H: -2.68911 0.80038 -0.56623
H: -1.94953 1.32338 0.94762
H: -1.24493 1.81920 -0.59623
H: 1.02592 1.71166 -0.55802
H: 2.78659 1.82672 1.23556
H: 3.60842 1.63171 -0.58686

## Properties
LUMO, eV: 0.861
HOMO level, eV: -8.118
HOMO-LUMO gap, eV: 9.0
Molar mass, g mol⁻¹: 145.17
E, eV: -26927.9930
Energy relative to the best compared isomer or geometry (same formula, charge and spin), kJ/mol: 0.0